No. 1
ORCA calculation (wB97M-V/def2-TZVPD) on the molecule C19H22N2O7S at a distorted geometry.

Geometry as XYZ:
```
51
Properties=species:S:1:pos:R:3:mulliken_charge:R:1
C 4.15 0.95 -5.38 -1.21
C 2.82 1.56 -4.97 -0.22
O 2.02 0.54 -4.36 -0.26
C 0.75 0.85 -4.08 0.35
O 0.26 1.93 -4.32 -0.60
C 0.05 -0.31 -3.42 -0.95
C 0.60 -0.55 -2.00 -0.37
N 0.06 -1.76 -1.41 -0.34
S -1.54 -1.76 -0.87 1.40
O -1.97 -3.12 -1.00 -0.77
O -2.31 -0.74 -1.55 -0.65
C -1.36 -1.33 0.84 -0.21
C -2.07 -0.28 1.38 -0.76
C -1.88 0.05 2.71 -0.41
C -0.98 -0.66 3.49 0.65
O -0.72 -0.41 4.79 -0.45
C -1.30 0.72 5.40 -0.85
C -0.26 -1.74 2.93 1.08
C 0.74 -2.46 3.78 -1.62
C -0.47 -2.06 1.61 -0.69
C 0.33 0.57 -1.03 0.06
C -0.54 1.63 -1.28 -0.11
C -0.80 2.58 -0.30 -1.31
C -0.21 2.49 0.94 -0.47
C 0.66 1.44 1.19 -0.40
N 1.26 1.31 2.49 1.27
O 2.12 0.46 2.65 -0.66
O 0.87 2.06 3.36 -0.68
C 0.94 0.49 0.22 0.20
H 3.99 0.15 -6.09 0.30
H 4.77 1.71 -5.84 0.39
H 4.66 0.56 -4.51 0.32
H 2.96 2.38 -4.25 0.31
H 2.28 1.96 -5.84 0.31
H 0.25 -1.21 -4.01 0.53
H -1.02 -0.14 -3.38 0.46
H 1.69 -0.69 -2.08 0.81
H 0.24 -2.59 -1.94 0.37
H -2.76 0.26 0.76 0.55
H -2.44 0.88 3.13 0.38
H -2.39 0.66 5.41 0.35
H -0.98 1.64 4.91 0.30
H -0.93 0.72 6.43 0.26
H 1.09 -3.36 3.28 0.43
H 0.31 -2.72 4.74 0.35
H 1.59 -1.80 3.96 0.28
H 0.07 -2.87 1.15 0.38
H -1.03 1.72 -2.23 0.44
H -1.47 3.40 -0.52 0.41
H -0.40 3.22 1.71 0.55
H 1.62 -0.32 0.45 0.49
```

Calculated values
LUMO energy, eV: -0.54
Max |F|, Eh/bohr: 0.0265
Charge: 0
Energy above the lowest of the compared OMol25 structures with the same formula, charge and spin, kcal/mol: 88.4
HOMO energy, Eh: -0.324

=====

No. 2
ORCA calculation (wB97M-V/def2-TZVPD) on a structure of composition C19H22N2SSn at a distorted geometry.

Geometry as XYZ:
```
45
Properties=species:S:1:pos:R:3:mulliken_charge:R:1
C -0.26 1.50 1.75 -1.67
C -0.31 -1.35 1.85 -1.68
H 0.75 1.82 2.04 0.32
H -0.79 1.06 2.60 0.41
H -0.80 2.37 1.36 0.49
H 0.08 -2.32 1.53 0.38
H 0.27 -0.97 2.70 0.42
H -1.38 -1.47 2.09 0.41
C 0.52 2.67 -1.64 -0.13
C 0.86 3.46 -2.74 -0.80
C 1.08 2.85 -3.98 -0.43
C 0.97 1.46 -4.07 -0.96
H 0.34 3.10 -0.66 0.40
H 0.94 4.54 -2.62 0.40
H 1.34 3.43 -4.86 0.43
H 1.12 0.93 -5.01 0.35
N 0.41 1.33 -1.74 0.03
C 0.63 0.71 -2.94 0.62
C 0.50 -0.76 -2.96 0.76
N 0.22 -1.36 -1.76 0.08
C 0.10 -2.70 -1.69 -0.05
C 0.50 -2.91 -4.05 -0.45
C 0.23 -3.51 -2.81 -0.79
H -0.12 -3.12 -0.70 0.39
H 0.12 -4.58 -2.71 0.41
C 0.63 -1.53 -4.12 -1.00
H 0.83 -1.01 -5.05 0.35
H 0.61 -3.51 -4.95 0.43
Sn -0.18 0.01 0.03 1.83
C -2.30 0.04 -0.48 -1.41
H -2.63 -0.99 -0.63 0.35
H -2.43 0.63 -1.39 0.35
H -2.86 0.50 0.35 0.34
S 2.48 -0.13 0.33 -0.46
C 2.86 -0.19 1.98 0.45
C 3.01 -1.44 2.64 -0.61
C 3.14 -1.48 4.02 -0.33
C 3.20 -0.30 4.77 -0.45
C 3.16 0.94 4.12 -0.45
C 3.03 1.00 2.73 -0.55
H 2.97 -2.34 2.03 0.33
H 3.19 -2.45 4.52 0.34
H 3.29 -0.34 5.86 0.37
H 3.23 1.87 4.69 0.34
H 3.02 1.95 2.20 0.47
```

Calculated values
LUMO energy, eV: -1.24
Max |F|, Eh/bohr: 0.1012
Charge: 0
Energy above the lowest of the compared OMol25 structures with the same formula, charge and spin, kcal/mol: 0.0
HOMO energy, Eh: -0.241

=====

No. 3
ORCA calculation (wB97M-V/def2-TZVPD) on the ion C19H22N3O2S with charge +1.

Geometry as XYZ:
```
47
Properties=species:S:1:pos:R:3:mulliken_charge:R:1
C -5.72 -2.80 -0.91 -1.45
C -4.42 -2.82 -0.15 0.71
O -3.89 -3.83 0.22 -0.53
C -3.80 -1.49 0.15 0.34
C -2.93 -1.42 1.24 -0.86
C -2.30 -0.24 1.57 -0.41
C -2.51 0.89 0.78 0.03
N -1.83 2.09 1.10 -0.02
C -1.14 2.89 0.28 0.04
S -0.53 4.35 0.62 -0.21
N -0.85 2.30 -1.07 0.16
C 0.34 1.42 -0.98 -0.07
C 1.60 1.98 -0.87 -1.43
C 2.71 1.17 -0.76 -0.66
C 2.59 -0.24 -0.75 1.99
N 3.67 -1.05 -0.71 -0.01
C 3.66 -2.40 -0.18 -0.55
C 4.35 -2.40 1.20 -0.59
O 5.66 -1.91 1.12 -0.39
C 5.69 -0.60 0.59 -0.40
C 5.04 -0.58 -0.80 -0.87
C 1.28 -0.77 -0.86 -0.78
C 0.18 0.04 -0.96 -0.63
C -3.39 0.84 -0.30 -0.41
C -4.04 -0.35 -0.60 -0.64
H -6.40 -2.06 -0.51 0.42
H -5.52 -2.57 -1.96 0.36
H -6.17 -3.79 -0.86 0.36
H -2.76 -2.31 1.82 0.48
H -1.63 -0.19 2.41 0.47
H -1.84 2.38 2.08 0.30
H -1.65 1.75 -1.41 0.48
H -0.64 3.09 -1.70 0.52
H 1.73 3.05 -0.86 0.39
H 3.67 1.64 -0.67 0.28
H 4.21 -3.05 -0.86 0.31
H 2.64 -2.78 -0.07 0.28
H 3.75 -1.79 1.89 0.31
H 4.42 -3.42 1.58 0.39
H 5.16 0.09 1.27 0.29
H 6.74 -0.32 0.54 0.37
H 5.59 -1.28 -1.44 0.30
H 5.10 0.41 -1.24 0.47
H 1.13 -1.83 -0.89 0.38
H -0.80 -0.40 -1.06 0.40
H -3.63 1.73 -0.86 0.72
H -4.72 -0.37 -1.44 0.41
```

Calculated values
LUMO energy, eV: -3.72
Max |F|, Eh/bohr: 0.0150
Charge: +1
HOMO energy, Eh: -0.396

=====

No. 4
ORCA calculation (wB97M-V/def2-TZVPD) on the molecule C19H22O5S.

Geometry as XYZ:
```
47
Properties=species:S:1:pos:R:3:mulliken_charge:R:1
C 2.41 4.15 0.97 -1.15
C 2.36 3.00 1.97 -0.26
O 1.25 2.13 1.77 -0.33
C 1.38 1.21 0.74 -0.28
O 2.45 0.34 1.09 -0.38
C 2.49 -0.84 0.41 -0.80
C 3.74 -1.62 0.61 0.26
O 3.95 -2.69 0.11 -0.60
O 4.62 -1.00 1.41 -0.43
C 1.53 -1.29 -0.40 -0.05
C 0.24 -0.56 -0.57 0.97
C -0.89 -1.56 -0.68 -0.01
C -1.64 -2.02 0.34 -0.28
S -2.83 -3.19 -0.12 -0.30
C -2.30 -3.09 -1.78 0.33
C -2.81 -3.81 -2.85 -0.47
C -2.26 -3.60 -4.10 -0.51
C -1.21 -2.70 -4.27 -0.87
C -0.70 -1.99 -3.20 -0.36
C -1.25 -2.18 -1.93 -0.23
C 0.05 0.46 0.56 0.72
C -1.11 1.41 0.25 -1.06
C -1.74 2.07 1.47 -0.59
C -2.59 1.10 2.30 -0.32
O -3.25 1.74 3.37 -0.56
H 3.20 4.84 1.25 0.42
H 2.60 3.80 -0.04 0.30
H 1.46 4.68 0.97 0.27
H 2.22 3.39 2.98 0.35
H 3.29 2.42 1.93 0.29
H 1.65 1.71 -0.21 0.24
H 5.41 -1.56 1.52 0.37
H 1.68 -2.23 -0.91 0.49
H 0.27 -0.01 -1.52 0.32
H -1.59 -1.75 1.38 0.51
H -3.62 -4.50 -2.71 0.42
H -2.64 -4.14 -4.95 0.38
H -0.78 -2.56 -5.25 0.39
H 0.12 -1.30 -3.34 0.42
H -0.13 -0.07 1.50 0.10
H -1.88 0.84 -0.29 0.44
H -0.74 2.19 -0.43 0.39
H -0.97 2.50 2.10 0.09
H -2.40 2.88 1.12 0.57
H -1.96 0.35 2.77 0.17
H -3.32 0.59 1.65 0.24
H -3.78 2.46 3.01 0.34
```

Calculated values
LUMO energy, eV: 0.65
Max |F|, Eh/bohr: 0.0142
Charge: 0
Energy above the lowest of the compared OMol25 structures with the same formula, charge and spin, kcal/mol: 3.7
HOMO energy, Eh: -0.306

=====

No. 5
ORCA calculation (wB97M-V/def2-TZVPD) on a structure of composition C19H23AsNO4RuS.

Geometry as XYZ:
```
50
Properties=species:S:1:pos:R:3:lowdin_spin:R:1
Ru -1.09 -0.01 -0.29 0.81
O 0.15 0.07 3.42 0.01
C -0.64 -0.36 2.61 0.01
O -1.14 0.38 1.64 0.06
C -1.18 -1.76 2.73 0.01
C -1.44 -2.21 4.02 0.00
C -1.99 -3.47 4.24 0.01
C -2.26 -4.29 3.16 0.00
C -1.98 -3.87 1.88 0.01
C -1.44 -2.60 1.64 0.01
S -0.96 -2.25 -0.03 0.08
H -1.20 -1.56 4.85 0.00
H -2.19 -3.80 5.25 0.00
H -2.68 -5.28 3.32 0.00
H -2.16 -4.52 1.03 0.00
O -1.58 1.19 -4.17 0.00
C -1.51 1.04 -2.97 0.00
O -1.18 -0.05 -2.35 0.01
C -1.81 2.21 -2.05 0.00
C -2.20 3.44 -2.53 0.00
C -2.43 4.46 -1.62 0.00
C -2.25 4.22 -0.27 0.00
C -1.86 2.96 0.14 0.00
N -1.64 1.98 -0.74 0.00
H -2.32 3.57 -3.60 0.00
H -2.74 5.44 -1.96 0.00
H -2.42 4.99 0.47 0.00
H -1.70 2.70 1.18 0.00
C 2.42 -1.74 1.19 0.00
C 2.34 -0.26 0.85 0.00
As 1.21 0.17 -0.67 -0.01
C 1.92 -0.75 -2.24 0.00
C 1.38 -2.15 -2.48 0.00
C 1.65 2.03 -1.05 0.00
C 3.12 2.28 -1.39 0.00
H 3.06 -1.88 2.06 0.00
H 2.84 -2.32 0.37 0.00
H 1.44 -2.15 1.42 0.00
H 3.33 0.15 0.61 0.00
H 1.93 0.31 1.69 0.00
H 3.00 -0.74 -2.12 0.00
H 1.67 -0.09 -3.08 0.00
H 1.57 -2.81 -1.64 0.00
H 1.86 -2.57 -3.36 0.00
H 0.30 -2.12 -2.66 0.00
H 1.35 2.60 -0.17 0.00
H 1.00 2.33 -1.87 0.00
H 3.78 2.01 -0.57 0.00
H 3.28 3.34 -1.61 0.00
H 3.42 1.72 -2.28 0.00
```

Calculated values
LUMO energy (alpha / beta), eV: -0.49 / -1.03
2S+1: 2
Max |F|, Eh/bohr: 0.0026
Charge: 0
Energy above the lowest of the compared OMol25 structures with the same formula, charge and spin, kcal/mol: 0.0
HOMO energy (alpha / beta), Eh: -0.284 / -0.285

=====

No. 6
ORCA calculation (wB97M-V/def2-TZVPD) on a structure of composition C19H23BCl3N5PdS2Te at a distorted geometry.

Geometry as XYZ:
```
55
Properties=species:S:1:pos:R:3:mulliken_charge:R:1
Pd 0.43 -0.37 0.23 0.60
C -1.89 0.41 -2.17 -0.58
N -1.51 -0.96 -1.94 0.49
C -1.34 -1.92 -2.90 -0.48
C -1.11 -3.09 -2.25 -0.38
N -1.15 -2.87 -0.90 0.11
B -0.80 -3.95 0.15 -0.06
N 0.59 -3.65 0.82 0.74
C 0.96 -4.28 1.98 -0.86
C 2.22 -3.92 2.30 -0.33
N 2.64 -3.05 1.32 0.32
C 3.91 -2.37 1.25 -0.86
C 1.63 -2.88 0.42 -0.14
S 1.82 -1.97 -1.03 -0.37
C -1.37 -1.54 -0.69 -0.89
S -1.89 -0.77 0.75 -0.23
H -1.60 0.69 -3.18 0.30
H -1.38 1.05 -1.45 0.03
H -2.96 0.54 -2.03 0.30
H -1.35 -1.68 -3.95 0.45
H -0.93 -4.07 -2.65 0.50
H -1.63 -3.97 1.01 -0.13
H -0.69 -4.99 -0.45 -0.19
H 0.28 -4.93 2.49 0.50
H 2.84 -4.18 3.13 0.42
H 4.59 -2.82 1.97 0.33
H 3.78 -1.31 1.48 0.20
H 4.33 -2.45 0.25 0.34
Cl -0.40 -1.07 6.08 -0.12
C -1.11 -1.23 4.45 0.70
Cl -2.33 0.04 4.22 -0.08
Cl -1.86 -2.83 4.29 -0.08
C -0.04 -1.10 3.47 -0.41
N 0.79 -0.98 2.70 -0.05
C -2.02 5.46 -1.98 -1.53
C -1.07 4.42 -1.45 0.63
C -0.18 3.76 -2.28 -0.89
C 0.73 2.83 -1.79 1.08
C 1.60 2.07 -2.75 -1.57
C 0.75 2.56 -0.41 -0.51
Te 2.30 1.32 0.41 0.06
C -0.17 3.19 0.45 1.47
C -0.25 2.92 1.93 -1.46
C -1.07 4.10 -0.10 -0.92
H -2.25 5.30 -3.04 0.37
H -1.58 6.45 -1.88 0.31
H -2.95 5.45 -1.42 0.38
H -0.19 3.97 -3.35 0.33
H 1.38 2.35 -3.78 0.38
H 1.43 0.99 -2.62 0.19
H 2.66 2.25 -2.55 0.38
H -0.22 1.85 2.12 0.14
H -1.17 3.32 2.35 0.36
H 0.60 3.37 2.45 0.36
H -1.79 4.58 0.55 0.33
```

Calculated values
LUMO energy (alpha / beta), eV: -1.59 / -1.60
Max |F|, Eh/bohr: 0.0337
Charge: 0
Energy above the lowest of the compared OMol25 structures with the same formula, charge and spin, kcal/mol: 17.4
HOMO energy (alpha / beta), Eh: -0.255 / -0.255

=====

No. 7
ORCA calculation (wB97M-V/def2-TZVPD) on a structure of composition C19H23BIIrN3O4S at a distorted geometry.

Geometry as XYZ:
```
53
Properties=species:S:1:pos:R:3:mulliken_charge:R:1
Ir 0.25 -0.20 0.35 0.41
C -0.27 -2.34 -1.96 -1.47
C -1.11 -1.67 -0.90 0.35
C -1.89 -0.53 -1.23 -0.26
C -2.97 -0.13 -0.44 0.70
C -3.80 1.06 -0.85 -1.60
C -3.25 -0.86 0.70 -0.06
C -2.46 -1.94 1.12 0.89
C -2.80 -2.67 2.40 -1.63
C -1.41 -2.33 0.33 -1.11
H -0.92 -2.97 -2.57 0.41
H 0.50 -2.97 -1.52 0.40
H 0.18 -1.62 -2.64 0.31
H -1.72 -0.02 -2.17 0.41
H -4.32 0.86 -1.79 0.39
H -3.18 1.94 -1.02 0.27
H -4.55 1.30 -0.10 0.37
H -4.10 -0.56 1.31 0.43
H -3.81 -3.06 2.36 0.39
H -2.74 -2.00 3.25 0.34
H -2.12 -3.51 2.57 0.39
H -0.84 -3.21 0.59 0.37
B 3.47 -3.30 1.40 0.22
C 2.20 -2.39 1.26 0.19
N 1.28 -1.70 1.10 -0.13
H 4.35 -2.61 1.87 -0.13
H 3.70 -3.67 0.26 -0.10
H 3.17 -4.26 2.07 -0.10
O -1.16 0.90 1.77 -0.84
C -0.99 1.94 1.07 0.89
N -0.33 1.76 -0.06 0.03
S 0.05 3.18 -0.82 1.10
O -0.43 3.16 -2.16 -0.66
O 1.44 3.48 -0.59 -0.65
C -0.97 4.13 0.28 0.25
C -1.29 5.46 0.19 -0.86
C -2.13 5.98 1.17 -0.55
C -2.62 5.17 2.20 -0.63
C -2.28 3.82 2.28 -0.45
C -1.46 3.32 1.29 0.16
H -0.91 6.09 -0.61 0.51
H -2.41 7.02 1.14 0.44
H -3.27 5.60 2.95 0.43
H -2.66 3.19 3.07 0.56
N 3.59 2.08 1.63 -0.35
C 2.82 1.37 0.82 0.57
O 1.78 0.85 1.25 -0.59
C 3.34 1.18 -0.57 -0.84
I 1.98 0.03 -1.67 0.18
H 3.26 2.28 2.56 0.27
H 4.39 2.58 1.29 0.23
H 4.29 0.65 -0.57 0.64
H 3.42 2.14 -1.08 0.52
```

Calculated values
LUMO energy, eV: -4.84
Max |F|, Eh/bohr: 0.0650
Charge: +1
Energy above the lowest of the compared OMol25 structures with the same formula, charge and spin, kcal/mol: 19.1
HOMO energy, Eh: -0.431

=====

No. 8
ORCA calculation (wB97M-V/def2-TZVPD) on a structure of composition C19H23BeN2O7Se2Si.

Geometry as XYZ:
```
55
Properties=species:S:1:pos:R:3:mulliken_charge:R:1
Be -0.25 -0.51 -0.18 -0.48
C -1.66 3.18 2.72 -0.88
Se -2.46 2.30 1.19 0.11
C -1.20 3.01 -0.12 0.04
C -1.64 2.67 -1.53 -1.10
Se -1.65 0.74 -1.84 0.25
C -0.26 0.68 -3.20 -0.66
H -0.64 2.82 2.86 0.15
H -2.26 2.91 3.59 0.36
H -1.67 4.26 2.59 0.33
H -0.22 2.58 0.09 -0.71
H -1.16 4.09 0.01 0.57
H -0.95 3.07 -2.27 0.39
H -2.64 3.04 -1.74 0.46
H -0.50 1.39 -3.98 0.41
H -0.27 -0.34 -3.59 0.35
H 0.71 0.88 -2.75 -0.04
O -0.30 -3.79 -1.91 -0.74
C -0.49 -2.91 -1.09 0.43
O -0.03 -1.69 -1.21 -0.23
C -1.33 -3.19 0.14 0.43
C -1.79 -4.48 0.31 -0.56
C -2.60 -4.80 1.40 -0.42
C -2.95 -3.84 2.32 -0.35
C -2.47 -2.56 2.17 -0.35
C -1.64 -2.17 1.09 0.85
O -1.24 -0.97 0.97 -0.27
N -2.85 -1.58 3.21 0.98
O -3.86 -1.81 3.85 -0.65
O -2.09 -0.66 3.43 -0.53
N -3.08 -6.16 1.57 1.05
O -2.76 -7.00 0.75 -0.65
O -3.78 -6.40 2.55 -0.66
H -1.53 -5.22 -0.43 0.60
H -3.59 -4.08 3.16 0.60
C 1.91 1.66 1.84 -1.31
Si 1.69 0.47 0.38 0.98
C 2.87 -0.97 0.78 -1.46
C 2.57 1.38 -1.06 -0.32
C 3.41 0.70 -1.95 -0.01
C 3.96 1.33 -3.07 -0.68
C 3.68 2.67 -3.32 -0.39
C 2.86 3.37 -2.45 -0.78
C 2.32 2.73 -1.34 0.13
H 2.97 1.80 2.05 0.36
H 1.43 1.27 2.74 0.34
H 1.48 2.65 1.65 0.38
H 3.92 -0.64 0.85 0.38
H 2.81 -1.76 0.02 0.33
H 2.59 -1.41 1.73 0.35
H 3.63 -0.35 -1.78 0.24
H 4.60 0.78 -3.74 0.37
H 4.11 3.16 -4.19 0.37
H 2.65 4.42 -2.63 0.39
H 1.69 3.30 -0.67 0.26
```

Calculated values
LUMO energy, eV: 2.26
Max |F|, Eh/bohr: 0.0147
Charge: -1
Energy above the lowest of the compared OMol25 structures with the same formula, charge and spin, kcal/mol: 0.0
HOMO energy, Eh: -0.178

=====

No. 9
ORCA calculation (wB97M-V/def2-TZVPD) on the molecule C19H23Cl2FN4 at a distorted geometry.

Geometry as XYZ:
```
49
Properties=species:S:1:pos:R:3:mulliken_charge:R:1
C 0.03 4.87 0.10 -1.46
C 0.02 3.41 0.57 0.10
C 1.06 2.59 -0.20 -1.28
N 0.88 1.13 0.11 0.62
C -0.21 0.44 -0.41 0.40
N -0.45 -0.89 -0.23 -0.44
C -1.60 -1.10 -0.88 -0.05
C -2.30 -2.42 -1.00 0.22
C -1.69 -3.50 -1.67 -0.45
C -2.39 -4.68 -1.85 0.23
F -1.83 -5.71 -2.49 -0.31
C -3.68 -4.85 -1.29 0.27
Cl -4.48 -6.39 -1.23 -0.19
C -4.27 -3.79 -0.62 -0.50
C -3.61 -2.56 -0.50 0.23
Cl -4.44 -1.28 0.40 -0.17
N -1.99 0.10 -1.43 0.64
C -3.22 0.43 -2.20 -0.94
N -1.09 1.03 -1.14 -0.99
C 1.94 0.37 0.86 -0.53
C 2.46 1.07 2.15 -0.28
C 1.53 1.41 3.33 -0.83
C 2.60 0.34 3.47 -0.66
C 3.13 0.13 -0.07 -0.20
C 3.05 -1.10 -0.93 -0.60
C 4.08 -1.03 0.23 -0.63
H 1.03 5.28 0.06 0.34
H -0.41 4.96 -0.89 0.33
H -0.55 5.48 0.77 0.42
H -0.98 2.98 0.43 0.26
H 0.22 3.39 1.61 0.15
H 2.05 2.92 0.06 0.63
H 0.94 2.80 -1.27 0.49
H -0.67 -3.36 -2.10 0.41
H -5.27 -4.06 -0.22 0.36
H -3.80 -0.46 -2.36 0.40
H -3.86 1.15 -1.64 0.30
H -2.96 0.89 -3.12 0.34
H 1.59 -0.65 1.15 0.34
H 3.28 1.75 1.95 0.60
H 1.65 2.33 3.86 0.28
H 0.49 1.06 3.27 0.23
H 2.20 -0.68 3.58 0.24
H 3.43 0.59 4.13 0.29
H 3.50 1.01 -0.59 0.42
H 3.45 -1.11 -1.95 0.27
H 2.12 -1.64 -0.85 0.20
H 5.16 -0.99 -0.04 0.28
H 3.86 -1.69 1.09 0.23
```

Calculated values
LUMO energy, eV: 0.31
Max |F|, Eh/bohr: 0.0548
Charge: 0
Energy above the lowest of the compared OMol25 structures with the same formula, charge and spin, kcal/mol: 0.0
HOMO energy, Eh: -0.282

=====

no.,calculated total energy (Eh)
1,-1771.516930
2,-1459.126864
3,-1449.897706
4,-1511.603605
5,-3822.453132
6,-3609.336200
7,-2027.844728
8,-6481.164835
9,-1977.005168